1.
A molecular structure, C16H14ClFMo, computed with ωB97M-V with the def2-TZVPD basis set.

Its largest force on an atom is 5.50 eV/Å. As for the HOMO energy (spin up / spin down): -0.269 / -0.277 hartree. The value obtained for the energy above the lowest of the compared OMol25 structures with the same formula, charge and spin is 35.1 kcal per mole. Its expectation value of S² is 2.018.

```
! RIJCOSX wB97M-V def2-TZVPD def2/J DEFGRID3
* xyz 0 3
C -2.370 -0.955 -0.098
C -1.613 -1.141 -1.314
C -1.327 0.152 -1.860
H -1.385 -2.087 -1.793
C -1.778 1.144 -0.942
C -2.426 0.470 0.158
H -2.881 0.965 1.003
H -2.751 -1.739 0.542
H -0.958 0.351 -2.870
H -1.775 2.220 -1.112
Mo -0.414 -0.214 0.384
Cl 0.140 -2.330 1.202
C 2.422 0.152 0.261
C 2.017 1.390 -0.345
C 1.540 1.100 -1.662
H 2.054 2.371 0.113
C 1.665 -0.310 -1.882
C 2.223 -0.900 -0.701
H 2.425 -1.950 -0.545
H 2.787 0.017 1.272
H 1.168 1.830 -2.361
H 1.377 -0.857 -2.768
F -0.418 2.234 6.148
C -0.338 1.776 4.853
C 0.701 2.224 4.034
C 0.776 1.751 2.726
C -0.189 0.845 2.279
C -1.206 0.391 3.118
C -1.299 0.873 4.429
H 1.427 2.928 4.426
H 1.560 2.092 2.064
H -1.920 -0.341 2.756
H -2.113 0.537 5.069
*
```

Atom charges from the Löwdin analysis, given in e for atoms 1 to 5: -0.264 -0.200 -0.153 0.118 -0.152

---

2.
A molecular structure, C16H14IrN6O2S, computed with ωB97M-V with the def2-TZVPD basis set.

Its largest force on an atom is 3.34 eV/Å. As for the HOMO energy (spin up / spin down): -0.284 / -0.292 hartree. The value obtained for the energy above the lowest of the compared OMol25 structures with the same formula, charge and spin is 52.4 kcal per mole. Its expectation value of S² is 0.758.

```
! RIJCOSX wB97M-V def2-TZVPD def2/J DEFGRID3
* xyz 0 2
Ir -0.193 0.094 0.173
C 4.827 -0.455 -0.340
O 4.089 -1.593 0.105
C 2.758 -1.431 0.089
O 2.225 -0.405 -0.270
N 2.116 -2.540 0.517
N 0.718 -2.573 0.546
H 5.855 -0.788 -0.443
H 4.758 0.352 0.393
H 4.435 -0.104 -1.298
H 2.666 -3.366 0.722
H 0.375 -2.883 1.452
H 0.334 -3.152 -0.199
C 2.324 3.905 0.100
C 1.324 4.900 0.079
C 0.011 4.516 0.037
C -0.340 3.153 -0.014
N 0.664 2.207 -0.019
C 1.933 2.590 0.054
C -1.681 2.664 0.007
C -2.801 3.513 -0.111
C -4.078 3.021 0.002
C -4.300 1.668 0.255
C -3.219 0.798 0.331
C -1.924 1.261 0.188
H 3.366 4.172 0.157
H 1.595 5.941 0.118
H -0.777 5.253 0.053
H 2.671 1.802 0.062
H -2.653 4.567 -0.297
H -4.922 3.689 -0.101
H -5.305 1.302 0.388
H -3.412 -0.254 0.501
S -1.953 -1.456 -2.368
C -0.746 -0.906 -1.500
N 0.546 1.916 6.222
C 0.186 1.254 5.349
N -0.273 0.461 4.454
C -0.135 0.185 3.262
N -0.076 -0.263 2.170
*
```

Atom charges from the Löwdin analysis, given in e for atoms 1 to 5: 1.140 -0.038 -0.014 -0.568 -0.020

---

3.
A molecular structure, C16H14MnN4S, computed with ωB97M-V with the def2-TZVPD basis set.

Its largest force on an atom is 3.15 eV/Å. As for the HOMO energy (spin up / spin down): -0.277 / -0.298 hartree. Its expectation value of S² is 8.763.

```
! RIJCOSX wB97M-V def2-TZVPD def2/J DEFGRID3
* xyz 0 6
Mn 11.046 14.849 2.387
C 8.953 18.799 2.426
C 9.409 17.348 2.420
N 10.632 16.938 2.439
N 11.646 17.809 2.453
C 12.866 17.305 2.450
N 13.752 18.405 2.532
S 13.437 15.693 2.264
C 8.408 16.263 2.267
C 7.071 16.593 2.288
C 6.208 15.501 2.285
C 6.622 14.175 2.188
C 8.002 13.996 2.206
N 8.855 14.994 2.152
H 8.090 19.002 2.982
H 8.922 19.286 1.483
H 9.798 19.377 2.731
H 13.357 19.227 2.169
H 14.700 18.235 2.243
H 6.747 17.618 2.454
H 5.111 15.811 2.429
H 6.090 13.293 2.348
H 8.494 13.031 2.241
C 10.902 12.911 2.311
C 10.867 11.692 2.161
C 10.361 10.358 2.230
C 8.992 10.192 2.523
C 8.548 8.894 2.603
C 9.407 7.819 2.432
C 10.748 8.001 2.150
C 11.209 9.293 2.005
H 8.321 11.002 2.390
H 7.464 8.703 2.679
H 8.980 6.807 2.440
H 11.471 7.242 2.048
H 12.255 9.345 1.851
*
```

Atom charges from the Löwdin analysis, given in e for atoms 1 to 5: 0.694 -0.014 -0.224 -0.084 -0.039

---

4.
A single C16H14N2O3 molecule, computed with ωB97M-V with the def2-TZVPD basis set.

Its largest force on an atom is 0.60 eV/Å. As for the HOMO energy: -0.340 hartree. The value obtained for the energy above the lowest of the compared OMol25 structures with the same formula, charge and spin is 0.0 kcal per mole.

```
! RIJCOSX wB97M-V def2-TZVPD def2/J DEFGRID3
* xyz 0 1
C 0.156 2.863 0.511
N 0.351 2.060 -0.667
C -0.673 1.602 -1.416
O -1.845 1.802 -1.191
C -0.138 0.778 -2.594
C 0.873 1.618 -3.311
C 1.847 2.070 -2.534
C 1.683 1.667 -1.094
C 1.709 0.115 -1.037
C 1.277 -0.331 0.354
O 1.832 -0.073 1.388
N 0.124 -1.075 0.222
C -0.583 -1.618 1.331
C -0.965 -2.952 1.318
C -1.660 -3.469 2.396
C -1.964 -2.665 3.482
C -1.576 -1.336 3.488
C -0.889 -0.804 2.412
C -0.298 -1.233 -1.090
O -1.233 -1.893 -1.444
C 0.633 -0.419 -1.972
H 0.631 2.395 1.375
H -0.918 2.943 0.677
H 0.574 3.863 0.369
H -0.962 0.434 -3.216
H 0.780 1.809 -4.366
H 2.679 2.674 -2.850
H 2.424 2.098 -0.422
H 2.713 -0.251 -1.257
H -0.727 -3.572 0.468
H -1.963 -4.505 2.386
H -2.504 -3.074 4.322
H -1.815 -0.706 4.332
H -0.593 0.232 2.408
H 1.019 -1.047 -2.778
*
```

Atom charges from the Löwdin analysis, given in e for atoms 1 to 5: -0.007 -0.060 -0.430 0.093 -0.132

---

5.
A molecular structure, C16H14N3O4S2Ti, computed with ωB97M-V with the def2-TZVPD basis set.

Its largest force on an atom is 1.65 eV/Å. As for the HOMO energy (spin up / spin down): -0.114 / -0.114 hartree.

```
! RIJCOSX wB97M-V def2-TZVPD def2/J DEFGRID3
* xyz -1 1
Ti 0.042 -0.194 -0.153
C 5.478 -0.348 1.162
S 4.354 -1.755 1.113
C 2.798 -0.935 1.033
S 1.413 -1.993 0.955
N 2.778 0.352 0.983
N 1.491 0.822 0.830
C 1.139 1.894 1.539
C -0.231 2.049 1.771
C -0.791 3.147 2.480
C -2.123 3.176 2.749
C -2.942 2.108 2.308
C -2.352 1.090 1.610
N -1.038 1.023 1.331
H 6.486 -0.761 1.177
H 5.307 0.254 2.052
H 5.341 0.270 0.279
H 1.881 2.537 1.998
H -0.136 3.948 2.798
H -2.553 4.008 3.292
H -4.005 2.088 2.499
H -2.957 0.264 1.253
C -1.009 -3.393 -2.031
C -1.185 -3.200 -0.674
C -1.892 -2.085 -0.217
C -2.427 -1.179 -1.128
C -2.242 -1.379 -2.495
C -1.536 -2.481 -2.940
H -0.431 -4.236 -2.386
H -0.750 -3.889 0.037
H -2.065 -1.957 0.848
H -2.983 -0.314 -0.792
H -2.620 -0.648 -3.198
H -1.360 -2.614 -4.000
O 1.255 0.093 -3.979
C 0.725 0.198 -2.899
O 0.927 -0.580 -1.866
C -0.333 1.305 -2.579
O -0.728 2.083 -3.418
O -0.726 1.232 -1.343
*
```

Atom charges from the Löwdin analysis, given in e for atoms 1 to 5: 0.902 -0.432 0.799 -1.118 0.557

---

6.
A single C16H14N4O3S molecule, computed with ωB97M-V with the def2-TZVPD basis set.

Its largest force on an atom is 2.85 eV/Å. As for the HOMO energy: -0.324 hartree. The value obtained for the energy above the lowest of the compared OMol25 structures with the same formula, charge and spin is 24.8 kcal per mole.

```
! RIJCOSX wB97M-V def2-TZVPD def2/J DEFGRID3
* xyz 0 1
C 0.231 0.306 3.051
O 0.572 0.779 1.731
C 1.350 1.886 1.702
O 1.903 2.414 2.662
C 1.571 2.608 0.416
S 2.464 4.140 0.388
C 2.190 4.307 -1.312
C 1.529 3.217 -1.826
C 1.174 2.241 -0.848
N 0.420 1.084 -1.088
C 0.355 0.348 -2.250
O 0.892 0.734 -3.283
C -0.380 -0.973 -2.329
C -1.375 -1.150 -1.176
C -2.624 -0.542 -1.397
C -3.677 -0.750 -0.543
C -3.496 -1.527 0.611
C -2.256 -2.047 0.890
C -1.147 -1.843 0.032
C 0.169 -2.343 0.521
C 1.398 -2.069 0.027
N 2.250 -2.646 0.961
N 1.595 -3.293 1.935
N 0.352 -3.090 1.643
H -0.561 -0.426 2.924
H 1.115 -0.124 3.519
H -0.171 1.121 3.662
H 2.456 5.181 -1.897
H 1.262 3.061 -2.889
H 0.049 0.607 -0.306
H 0.291 -1.773 -2.388
H -0.939 -0.928 -3.273
H -2.724 0.107 -2.247
H -4.662 -0.326 -0.762
H -4.342 -1.734 1.229
H -2.149 -2.599 1.805
H 1.642 -1.486 -0.874
H 3.273 -2.474 0.978
*
```

Atom charges from the Löwdin analysis, given in e for atoms 1 to 5: -0.017 -0.061 -0.474 0.054 -0.348

---

7.
A single C16H14N4O4S2 molecule, computed with ωB97M-V with the def2-TZVPD basis set.

Its largest force on an atom is 1.33 eV/Å. As for the HOMO energy: -0.337 hartree.

```
! RIJCOSX wB97M-V def2-TZVPD def2/J DEFGRID3
* xyz 0 1
O 1.164 3.620 -3.180
S 1.530 2.698 -2.150
O 2.904 2.566 -1.786
N 0.635 3.196 -0.797
C 0.411 2.293 0.230
C 1.476 1.516 0.691
C 1.254 0.545 1.647
C -0.021 0.366 2.147
S -0.309 -0.996 3.246
O -1.666 -1.030 3.688
O 0.733 -1.111 4.219
N -0.020 -2.315 2.195
C -0.848 -2.566 1.150
N -1.585 -1.546 0.716
C -2.409 -1.793 -0.284
C -2.509 -3.042 -0.878
C -1.660 -4.018 -0.377
N -0.832 -3.792 0.625
C -1.074 1.163 1.747
C -0.860 2.132 0.787
C 0.825 1.084 -2.470
C -0.419 1.022 -3.066
C -1.005 -0.215 -3.274
C -0.345 -1.367 -2.874
C 0.900 -1.290 -2.271
C 1.494 -0.055 -2.069
H -0.158 3.758 -1.067
H 2.457 1.689 0.280
H 2.054 -0.076 2.015
H 0.492 -3.103 2.562
H -3.004 -0.950 -0.612
H -3.199 -3.241 -1.681
H -1.636 -5.022 -0.782
H -2.047 0.988 2.175
H -1.672 2.759 0.451
H -0.897 1.937 -3.379
H -1.971 -0.282 -3.750
H -0.799 -2.332 -3.043
H 1.409 -2.191 -1.964
H 2.473 0.038 -1.628
*
```

Atom charges from the Löwdin analysis, given in e for atoms 1 to 5: -0.280 0.676 -0.272 -0.043 -0.298

---

8.
A single C16H14O3S molecule, computed with ωB97M-V with the def2-TZVPD basis set.

Its largest force on an atom is 2.45 eV/Å. As for the HOMO energy: -0.328 hartree. The value obtained for the energy above the lowest of the compared OMol25 structures with the same formula, charge and spin is 0.0 kcal per mole.

```
! RIJCOSX wB97M-V def2-TZVPD def2/J DEFGRID3
* xyz 0 1
O 2.227 -2.666 -3.025
O -1.268 3.804 0.040
O 2.464 -0.810 -4.224
C 1.757 -1.734 -3.620
C 0.494 -1.393 3.947
C 1.191 -0.227 4.197
C -0.750 1.728 -1.940
C -0.301 0.837 -2.935
C -0.715 -0.983 -1.395
C -0.388 -1.450 2.876
C 0.946 0.891 3.410
C -1.129 1.296 -0.661
C -0.244 -0.521 -2.672
C -1.106 -0.087 -0.401
C -0.645 -0.338 2.081
C -0.014 0.903 2.391
S -1.625 2.509 0.652
C 0.241 -1.506 -3.684
C -1.621 -0.561 0.936
C -0.246 2.253 1.793
H 3.385 -1.071 -4.152
H 0.663 -2.262 4.588
H 1.922 -0.149 5.011
H -0.720 2.793 -2.191
H 0.037 1.216 -3.891
H -0.709 -2.045 -1.144
H -0.891 -2.399 2.649
H 1.537 1.799 3.596
H 0.032 -1.198 -4.668
H -0.273 -2.450 -3.479
H -1.915 -1.608 0.851
H -2.554 -0.032 1.179
H 0.654 2.553 1.261
H -0.435 2.910 2.625
*
```

Atom charges from the Löwdin analysis, given in e for atoms 1 to 5: 0.109 -0.529 0.144 -0.537 -0.089

---

Which of these has the highest largest force on an atom?
C16H14ClFMo